(1)
58
Properties=species:S:1:pos:R:3 method="wB97M-V/def2-TZVPD" charge=+1 multiplicity=3 max_force_ev_per_a=0.47 e_above_lowest_kcal_mol=0.00 e_lumo_ev="-4.35 / -4.39" gap_ev="6.36 / 6.32" s2=2.013
W -1.95053 0.67985 -0.15360
O -8.45437 1.58025 -0.51933
C -7.34123 1.99215 0.11521
O -7.30341 3.00603 0.73489
C -6.17349 1.05429 0.06551
C -6.14598 -0.29136 0.38276
N -4.86151 -0.68863 0.36482
N -4.06105 0.32559 0.04018
C -4.83056 1.39117 -0.14302
C -4.08781 2.62262 -0.56081
O -4.59048 3.62309 -0.94969
O -2.74666 2.42014 -0.48082
H -8.28188 0.81475 -1.08060
H -6.93926 -0.96923 0.65240
H -4.47068 -1.59791 0.56286
C 3.70747 -4.30015 -0.59223
O 4.58050 -3.19913 -0.79214
C 4.54911 -2.19168 0.10368
C 5.45102 -1.14911 -0.12546
C 5.50295 -0.07894 0.73914
C 4.61454 0.00146 1.81041
C 3.74382 -1.04878 2.06207
C 3.71170 -2.15087 1.21725
N 4.74511 1.16237 2.64272
N 3.76613 1.77864 3.07766
C 2.42306 1.44677 2.71055
C 1.51474 1.17244 3.69800
C 0.16168 0.89733 3.40795
C -0.26363 0.92983 2.11327
O -1.54612 0.67815 1.71036
C 0.64612 1.25168 1.08954
N 0.12246 1.26636 -0.17670
C 0.90445 1.61860 -1.18566
C 2.24156 1.97446 -0.99950
C 2.78436 1.93850 0.26134
C 1.98850 1.54800 1.35653
H 3.88941 -4.97946 -1.41868
H 2.66238 -3.98049 -0.60903
H 3.92286 -4.80657 0.35108
H 6.11938 -1.22159 -0.97262
H 6.22725 0.71312 0.59566
H 3.10725 -1.03310 2.93554
H 3.04838 -2.97172 1.44670
H 1.85541 1.15215 4.72480
H -0.53722 0.67071 4.20164
H 0.45288 1.63342 -2.16949
H 2.83165 2.27475 -1.85254
H 3.81585 2.22305 0.41787
N -1.33499 0.06801 -4.35876
C -1.43988 -0.26890 -3.07916
O -2.08300 0.49853 -2.28120
C -0.82710 -1.46251 -2.57617
C 0.04218 -2.28566 -3.32893
N 0.76058 -2.90273 -3.98257
C -1.22324 -1.65938 -1.27353
N -1.74364 -1.54511 -0.22731
H -1.76113 0.92258 -4.67839
H -0.89590 -0.54785 -5.02445

***

(2)
7
Properties=species:S:1:pos:R:3 method="wB97M-V/def2-TZVPD" max_force_ev_per_a=8.41 e_above_lowest_kcal_mol=49.59 e_lumo_ev="-1.24 / -1.46" gap_ev="8.86 / 8.34"
N -0.81419 0.63608 1.76488
N -0.41574 0.14998 -1.27052
O 0.36488 -0.17482 -2.07330
O -1.12211 0.93421 -0.98502
O 0.20305 0.19817 1.73958
F -0.45974 -1.07702 -0.12188
Cl 1.88377 1.02019 1.04344

***

(3)
22
Properties=species:S:1:pos:R:3 method="wB97M-V/def2-TZVPD" max_force_ev_per_a=1.61 e_above_lowest_kcal_mol=55.67 e_lumo_ev=0.51 gap_ev=8.55
C 1.84525 0.60173 0.16243
C 0.50361 0.79249 -0.48079
C 0.04490 -0.04596 -1.43322
N 0.86140 -0.95473 -2.17639
C -0.41087 1.88953 0.00188
C -1.28862 1.47894 1.18370
N -2.17077 0.34200 0.90528
H 2.38133 1.55939 0.25329
H 2.23079 -0.37388 -0.20919
H 1.65731 0.31951 1.20220
H -0.97652 0.01396 -1.80718
H 1.83007 -0.63483 -2.18176
H 0.85750 -1.90983 -1.84166
H -0.96498 2.25104 -0.85669
H 0.18586 2.71374 0.36293
H -0.56455 1.21859 1.98976
H -1.93564 2.34013 1.31756
H -1.75463 -0.50677 1.25546
H -3.08619 0.46174 1.31491
O 0.31053 -3.96001 -0.03968
H -0.49335 -3.63105 0.38071
H 0.93755 -3.96574 0.69646

***

(4)
13
Properties=species:S:1:pos:R:3 method="wB97M-V/def2-TZVPD" charge=+2 max_force_ev_per_a=5.36 e_above_lowest_kcal_mol=140.98 e_lumo_ev="-12.23 / -10.14" gap_ev="7.03 / 9.53"
C 0.44549 -0.37424 -0.40161
C -2.03195 -0.41429 0.05596
C 1.70614 -0.18124 0.07385
N -0.75522 -0.27607 -0.01290
N 2.70546 0.61968 0.06219
N -2.85581 0.61981 0.07998
H 0.47327 -0.69224 -1.55547
H -2.36443 -1.41639 0.05940
H 2.79729 -2.07209 1.38879
H 2.68331 1.61009 -0.06591
H 3.64447 0.41385 0.21268
H -3.83640 0.57959 -0.15406
H -2.61161 1.58355 0.25710

***

(5)
18
Properties=species:S:1:pos:R:3 method="wB97M-V/def2-TZVPD" max_force_ev_per_a=4.88 e_above_lowest_kcal_mol=141.79 e_lumo_ev=-1.31 gap_ev=7.28
C 1.04623 -0.08076 0.76347
C 1.92305 0.97397 0.14505
C -0.14035 -0.70634 -1.00643
O 0.12934 0.28713 1.58842
N 0.17361 -1.96236 -1.18005
H -0.60715 1.16473 1.02991
H 1.55098 -1.01814 1.01295
H 0.92294 -2.08349 -1.86178
H 0.19029 0.09283 -1.67538
H 1.31253 1.81698 -0.17879
H 2.47540 0.55630 -0.69600
H 2.65077 1.29716 0.89192
C -2.09063 -1.04969 0.29032
O -1.20233 1.80715 0.09855
N -1.48436 -0.46061 -0.64820
H -2.15368 1.85817 -0.03093
H -3.13193 -0.80560 0.46274
H -1.56471 -1.68742 0.99424

***

(6)
17
Properties=species:S:1:pos:R:3 method="wB97M-V/def2-TZVPD" max_force_ev_per_a=2.92 e_above_lowest_kcal_mol=77.54 e_lumo_ev=0.90 gap_ev=9.75 smiles="CNC1=NCCN1O"
C 2.55347 -0.14211 0.40125
N 1.52929 -0.55988 -0.56131
C 0.22349 -0.48523 -0.07112
N -0.59235 -1.49342 -0.14640
C -1.85823 -0.94045 0.24632
C -1.79302 0.55148 -0.04117
N -0.42395 0.69950 0.40844
O 0.05378 1.86580 -0.32045
H 2.80505 -0.78771 1.28205
H 3.48418 0.04216 -0.12328
H 2.20977 0.78707 0.83730
H 1.59663 -1.51519 -0.95405
H -2.08819 -0.86788 1.30001
H -2.67658 -1.44498 -0.29296
H -2.56377 1.26477 0.30518
H -1.84680 0.60883 -1.16144
H 0.30431 2.56102 0.25402

***

(7)
23
Properties=species:S:1:pos:R:3 method="wB97M-V/def2-TZVPD" max_force_ev_per_a=8.62 e_above_lowest_kcal_mol=73.45 e_lumo_ev="0.52 / 0.52" gap_ev="8.32 / 8.32" smiles="C=c1[nH]c(=O)[nH]/c1=C/C.C=C=N"
C -1.78938 2.12912 -0.11955
C -1.47312 0.98210 -0.65938
N -1.40156 0.91656 -2.08735
C -1.13530 -0.38606 -2.47168
O -1.14262 -1.10795 -3.42765
N -0.65646 -1.01963 -1.27152
C -0.95734 -0.20604 -0.19553
C -0.55222 -0.68230 1.00564
C -0.61600 0.29342 2.22333
H -1.94486 3.10044 -0.65004
H -1.94607 2.39662 0.91925
H -1.91443 1.55922 -2.78200
H -0.29358 -1.88433 -1.33571
H -0.42595 -1.62720 1.16380
H 0.20592 0.08251 2.97543
H -0.39436 1.31415 1.78363
H -1.56469 0.22785 2.70170
C 2.34597 -1.52710 0.95620
C 2.92987 -0.65401 0.14993
N 3.80426 0.13794 -0.34968
H 2.99664 -1.80666 1.80615
H 1.44715 -2.05020 0.68368
H 4.47813 -0.18844 -1.01863

***

(8)
85
Properties=species:S:1:pos:R:3 method="wB97M-V/def2-TZVPD" charge=+1 max_force_ev_per_a=1.31 e_lumo_ev=-3.86 gap_ev=7.71
S -4.10107 3.62113 -2.13839
C -3.73991 1.79675 -2.01763
C -4.98519 1.05701 -1.40770
C -4.69532 0.59688 0.03752
Cl -3.60796 -0.83127 0.11632
H -4.25757 3.96249 -0.81295
H -5.39027 3.66684 -2.61289
H -2.86377 1.71472 -1.36202
H -3.48947 1.49468 -3.04059
H -5.82691 1.76200 -1.33831
H -5.28824 0.25746 -2.09340
H -4.20682 1.43003 0.54683
H -5.65158 0.41520 0.53761
C -1.03916 -1.59991 3.15925
C -0.02841 -2.33790 2.30127
O -0.62509 -2.75040 1.06639
H -1.90262 -2.23520 3.36645
H -0.59549 -1.28963 4.10688
H -1.41067 -0.71145 2.63972
H 0.32467 -3.23291 2.81239
H 0.83326 -1.70398 2.08501
H -0.92586 -1.96018 0.61224
C -5.44613 4.28682 3.80505
C -4.43402 3.55827 2.94461
O -5.02530 3.14185 1.70076
H -6.30472 3.64623 4.00940
H -5.00343 4.59353 4.75264
H -5.82197 5.17626 3.29213
H -4.07683 2.66185 3.44938
H -3.57311 4.19903 2.73231
H -5.33469 3.93370 1.25394
C 1.74411 -3.19822 -1.83795
C 0.51530 -3.21849 -2.72583
O -0.31701 -4.33560 -2.42315
H 2.31834 -4.11685 -1.96111
H 2.38631 -2.34911 -2.07821
H 1.45697 -3.13691 -0.78434
H 0.80216 -3.30114 -3.77445
H -0.06735 -2.29713 -2.59952
H -0.57810 -4.25939 -1.50006
C 3.63282 -4.83363 -5.06556
C 3.69633 -3.33381 -5.28540
O 4.26662 -2.67360 -4.15671
H 3.04234 -5.06460 -4.17754
H 3.18678 -5.33785 -5.92460
H 4.63302 -5.24244 -4.90258
H 2.69497 -2.92696 -5.42791
H 4.29212 -3.09836 -6.17327
H 5.15276 -3.02065 -4.03463
C -4.27604 -4.20530 -3.67294
C -3.15671 -3.20953 -3.90503
O -3.65748 -1.86681 -3.88458
H -5.04748 -4.09849 -4.43758
H -3.89929 -5.22856 -3.69413
H -4.75487 -4.02972 -2.70539
H -2.69599 -3.37473 -4.87810
H -2.38535 -3.30983 -3.13994
H -4.04827 -1.73115 -3.01986
C -0.86880 5.45848 -2.86168
C -0.68930 6.94020 -3.13950
O -0.10019 7.59657 -2.02434
H -1.49528 5.31102 -1.97765
H -1.33226 4.95401 -3.71355
H 0.09259 4.98306 -2.65543
H -1.65318 7.41419 -3.32374
H -0.05760 7.09452 -4.01928
H 0.75637 7.19340 -1.86448
C 5.10434 -0.54662 3.37208
C 3.90518 -1.47174 3.42748
O 2.95485 -1.14312 2.41114
H 4.79165 0.49126 3.49639
H 5.82254 -0.79247 4.15460
H 5.60324 -0.61870 2.40122
H 3.39950 -1.38136 4.38830
H 4.21573 -2.51338 3.29741
H 3.39572 -1.23235 1.56292
C 8.13543 1.31811 7.09389
C 6.89836 1.35776 6.21681
O 6.03372 0.25985 6.50192
H 8.67795 0.38363 6.94509
H 8.80293 2.15180 6.86908
H 7.86132 1.36667 8.15064
H 7.17470 1.28897 5.16464
H 6.34781 2.29251 6.36728
H 5.77932 0.32273 7.42490

***

(9)
14
Properties=species:S:1:pos:R:3 method="wB97M-V/def2-TZVPD" max_force_ev_per_a=2.45 e_above_lowest_kcal_mol=30.22 e_lumo_ev=1.18 gap_ev=10.26 smiles=C[C@@H]1CCN1
C -1.12069 0.68730 -0.86327
C 0.33695 0.43952 -0.55477
C 0.70778 -1.00426 -0.29023
C 0.34187 -0.68319 1.22230
N 0.65171 0.74352 0.84312
H -1.76842 0.30971 -0.10136
H -1.32425 0.32224 -1.83691
H -1.24240 1.80678 -0.76908
H 1.02638 0.96259 -1.29372
H 0.18837 -1.78124 -0.93108
H 1.85320 -1.13495 -0.32454
H 1.01386 -1.04969 2.10698
H -0.68363 -1.01958 1.51306
H 0.01930 1.40124 1.27948

***

(10)
10
Properties=species:S:1:pos:R:3 method="wB97M-V/def2-TZVPD" max_force_ev_per_a=3.27 e_above_lowest_kcal_mol=119.06 e_lumo_ev="-0.17 / -0.17" gap_ev="8.88 / 8.88"
C -0.12031 1.07892 0.16568
N 0.81413 0.08544 -0.47558
N -1.19171 0.49536 -0.42474
N 0.79855 -1.19399 -0.10757
O -1.47245 -0.66456 0.22689
H 0.02644 0.89287 1.19915
H 0.00313 2.04523 -0.09978
H 0.73077 0.00861 -1.45234
H 1.08150 -1.38588 0.88491
H -0.67005 -1.36200 0.08338

***

(11)
9
Properties=species:S:1:pos:R:3 method="wB97M-V/def2-TZVPD" max_force_ev_per_a=0.71 e_above_lowest_kcal_mol=103.38 e_lumo_ev="0.25 / 0.24" gap_ev="8.41 / 8.41"
O -2.19758 -0.21213 -0.24757
C -0.90078 -0.08747 -0.09993
N -0.01641 -1.01630 0.24155
N 2.17064 0.09768 0.26330
N 0.94367 0.12405 0.09327
C -0.00751 1.02210 -0.25440
H -2.44218 -1.13461 -0.06864
H 2.40232 -0.86139 0.53598
H 0.05168 2.07582 -0.45826

***

(12)
16
Properties=species:S:1:pos:R:3 method="wB97M-V/def2-TZVPD" charge=+1 max_force_ev_per_a=4.12 e_above_lowest_kcal_mol=84.66 e_lumo_ev="-7.17 / -7.17" gap_ev="7.42 / 7.42"
C 0.38300 0.53218 0.06632
C 2.60954 -0.66913 0.74574
C 2.12998 1.32426 -0.94581
C -1.82691 -0.79522 0.14544
C 2.02199 0.28176 0.08330
C -0.73096 -0.19206 0.40278
C -3.22909 -0.41009 0.26361
N 0.66765 1.49808 -0.80757
H 3.66579 -0.99791 0.80774
H 2.03272 -1.18915 1.55709
H 2.47862 2.40218 -0.91776
H 2.40780 0.75843 -1.85593
H -1.73812 -1.81965 -0.27302
H -3.45536 0.37806 -0.46432
H -3.45454 0.07741 1.23386
H -3.96211 -1.17917 -0.04144